1.
This record from OMol25 describes a 2-piece molecular cluster, C12H20BFN overall. The level of theory is wB97M-V/def2-TZVPD.

CARTESIAN COORDINATES (ANGSTROEM)
C: -2.81 -2.58 0.67
C: -2.11 -3.84 1.21
C: -0.61 -3.64 1.42
C: 0.19 -3.49 0.12
B: 1.65 -2.76 0.22
F: 2.07 -2.41 -1.14
C: 1.63 -1.34 1.10
C: 0.62 -0.36 0.62
N: 0.52 0.15 -0.54
H: -2.20 -1.69 0.83
H: -3.77 -2.41 1.17
H: -3.01 -2.64 -0.40
H: -2.25 -4.66 0.50
H: -2.58 -4.15 2.15
H: -0.21 -4.48 2.00
H: -0.46 -2.75 2.05
H: 0.34 -4.49 -0.31
H: -0.41 -2.94 -0.61
H: 2.50 -3.50 0.73
H: 1.48 -1.55 2.16
H: 2.63 -0.91 1.00
H: -0.16 -0.05 1.33
H: 1.27 -0.26 -1.13
C: -0.50 4.24 -2.12
C: 0.29 3.35 -1.39
C: 1.26 3.85 -0.53
C: 1.45 5.22 -0.41
C: 0.66 6.10 -1.14
C: -0.31 5.61 -2.00
H: -1.26 3.85 -2.79
H: 0.14 2.28 -1.45
H: 1.86 3.16 0.04
H: 2.21 5.61 0.26
H: 0.81 7.17 -1.05
H: -0.92 6.29 -2.57

Calculated values
- LUMO level: 3.059 eV
- Orbital gap: 7.89 eV
- Total charge: -1
- Energy: -17654.899 eV

Results of the Löwdin charge analysis, in e, for atoms 1 through 8:
1 C -0.12
2 C -0.28
3 C -0.26
4 C -0.18
5 B -0.68
6 F -0.09
7 C -0.16
8 C -0.30


2.
This record from OMol25 describes a 2-piece molecular cluster, C12H20BN overall. The level of theory is wB97M-V/def2-TZVPD.

CARTESIAN COORDINATES (ANGSTROEM)
C: 4.12 -0.92 -0.41
C: 3.03 -1.41 -1.16
C: 1.77 -0.81 -1.03
C: 1.56 0.14 -0.04
C: 0.17 0.73 0.18
N: -0.98 -0.08 0.22
C: -2.25 0.60 0.35
C: -3.17 0.13 -0.78
C: -3.22 -1.39 -0.95
C: -1.83 -2.04 -0.90
C: -0.96 -1.50 0.22
C: 2.65 0.68 0.65
C: 3.92 0.13 0.49
H: 5.11 -1.35 -0.55
H: 3.16 -2.25 -1.85
H: 0.94 -1.15 -1.63
H: 0.12 1.69 -0.40
H: 0.11 1.11 1.14
H: -2.09 1.70 0.33
H: -2.70 0.25 1.30
H: -2.84 0.58 -1.73
H: -4.18 0.50 -0.59
H: -3.84 -1.84 -0.16
H: -3.68 -1.66 -1.91
H: -1.88 -3.12 -0.78
H: -1.31 -1.85 -1.83
H: 0.07 -1.90 0.23
H: -1.44 -1.80 1.17
H: 2.46 1.50 1.36
H: 4.77 0.52 1.08
B: 0.61 3.99 2.10
H: 1.61 3.37 2.50
H: 0.61 4.03 0.87
H: -0.42 3.41 2.50

Calculated values
- LUMO level: -0.951 eV
- Orbital gap: 6.36 eV
- Total charge: 0
- Energy: -14931.280 eV
- SMILES string: c1ccc(CN2CCCCC2)cc1.B

Results of the Löwdin charge analysis, in e, for atoms 1 through 8:
1 C -0.10
2 C -0.07
3 C -0.06
4 C -0.19
5 C -0.17
6 N -0.19
7 C -0.17
8 C -0.18


3.
This record from OMol25 describes C12H20BaN6S3 as an isolated structure. The level of theory is wB97M-V/def2-TZVPD.

CARTESIAN COORDINATES (ANGSTROEM)
Ba: -0.41 -0.45 -0.69
C: 0.28 2.56 1.45
C: -0.38 1.51 2.34
N: -0.04 0.12 1.98
C: 1.26 -0.37 2.50
C: 2.51 0.19 1.82
S: 2.52 0.18 -0.01
C: 2.61 1.95 -0.45
C: 1.31 2.68 -0.80
N: 0.14 2.25 0.01
H: 1.34 2.63 1.68
H: -0.14 3.54 1.69
H: -1.47 1.61 2.27
H: -0.11 1.74 3.38
H: -0.75 -0.47 2.41
H: 1.25 -1.46 2.40
H: 1.36 -0.15 3.56
H: 3.36 -0.41 2.14
H: 2.72 1.21 2.13
H: 3.28 2.00 -1.30
H: 3.14 2.43 0.37
H: 1.06 2.53 -1.85
H: 1.51 3.75 -0.67
H: -0.65 2.78 -0.35
N: -3.97 1.29 0.03
C: -3.95 -0.07 0.00
N: -2.85 -0.79 -0.08
C: -3.17 -2.16 -0.03
C: -4.49 -2.43 0.07
S: -5.40 -0.97 0.11
C: -2.11 -3.21 -0.02
C: -2.35 -4.53 0.06
S: -0.87 -5.41 0.12
C: 0.00 -3.94 0.02
N: -0.75 -2.86 -0.06
N: 1.36 -3.93 0.05
H: -3.15 1.82 -0.21
H: -4.85 1.78 -0.03
H: -4.98 -3.38 0.13
H: -3.29 -5.05 0.12
H: 1.87 -4.79 -0.01
H: 1.87 -3.10 -0.21

Calculated values
- LUMO level: -5.672 eV
- Orbital gap: 8.03 eV
- Total charge: +2
- Energy: -54897.817 eV

Results of the Löwdin charge analysis, in e, for atoms 1 through 8:
1 Ba 1.85
2 C -0.19
3 C -0.18
4 N -0.21
5 C -0.26
6 C -0.42
7 S 0.77
8 C -0.43


4.
This record from OMol25 describes C12H20CeN9O2SSi as an isolated structure. The level of theory is wB97M-V/def2-TZVPD.

CARTESIAN COORDINATES (ANGSTROEM)
Ce: -0.55 -0.22 0.01
S: 0.04 -2.66 2.17
C: 1.63 -2.08 2.00
C: 2.73 -2.76 2.56
C: 4.00 -2.27 2.40
C: 4.19 -1.09 1.67
C: 3.07 -0.48 1.15
N: 1.83 -0.93 1.29
H: 2.53 -3.67 3.11
H: 4.86 -2.80 2.82
H: 5.18 -0.67 1.52
H: 3.17 0.43 0.57
N: -3.01 -1.95 1.01
N: -4.17 -1.58 0.31
C: -4.00 -0.36 -0.36
N: -5.08 0.10 -1.08
N: -2.87 0.26 -0.17
N: -2.45 1.25 -0.95
O: -3.09 1.68 -1.97
O: -1.33 1.80 -0.57
H: -2.94 -2.96 1.08
H: -2.93 -1.52 1.93
H: -5.01 -1.57 0.87
H: -5.50 -0.64 -1.64
H: -4.71 0.86 -1.67
C: 2.03 2.71 -1.10
Si: 1.46 1.01 -1.89
C: 0.63 1.67 -3.52
C: 3.15 0.42 -2.66
H: 2.62 3.32 -1.79
H: 2.62 2.56 -0.20
H: 1.14 3.27 -0.82
H: 1.26 2.40 -4.05
H: -0.32 2.15 -3.28
H: 0.42 0.84 -4.21
H: 3.67 1.23 -3.18
H: 2.98 -0.39 -3.38
H: 3.83 0.02 -1.90
N: -3.32 3.16 5.33
C: -2.45 2.62 4.77
N: -1.42 2.04 4.25
C: -1.19 1.38 3.19
N: -0.88 0.75 2.25
C: -0.70 -2.16 -1.63
H: -0.06 -3.05 -1.57
H: -1.06 -2.13 -2.67

Calculated values
- LUMO level (spin up / spin down): 4.643 / 4.631 eV
- Orbital gap (spin up / spin down): 4.74 / 4.58 eV
- Total charge: -2
- Energy: -61910.495 eV
- Spin multiplicity: 2

Results of the Löwdin charge analysis, in e, for atoms 1 through 8:
1 Ce 0.71
2 S 0.51
3 C -0.82
4 C -0.14
5 C -0.12
6 C -0.10
7 C -0.16
8 N -0.04


5.
This record from OMol25 describes C12H20Cl2GaN2Se as an isolated structure. The level of theory is wB97M-V/def2-TZVPD.

CARTESIAN COORDINATES (ANGSTROEM)
Ga: 0.13 1.30 0.96
Cl: 2.26 0.96 0.69
Cl: -0.91 -0.51 1.64
C: -0.39 2.80 1.79
H: -1.39 2.80 2.22
H: 0.34 3.51 2.17
C: -0.84 1.94 -0.71
C: -0.58 3.09 0.07
H: -1.79 1.43 -0.54
C: 0.55 4.02 -0.44
H: -1.49 3.69 0.11
C: 0.38 4.28 -1.94
H: 0.52 4.95 0.13
H: 1.53 3.54 -0.25
C: 0.40 3.00 -2.76
H: -0.58 4.79 -2.09
H: 1.16 4.96 -2.29
C: -0.35 1.79 -2.13
H: -0.02 3.20 -3.75
H: 1.45 2.70 -2.92
H: -1.23 1.58 -2.76
H: 0.29 0.89 -2.21
C: -0.88 -4.45 -1.27
N: -0.49 -4.23 0.10
C: -1.19 -4.66 1.20
C: -0.53 -4.20 2.30
N: 0.56 -3.51 1.85
C: 1.47 -2.77 2.70
C: 0.60 -3.47 0.47
Se: 1.72 -2.55 -0.60
H: -0.88 -5.53 -1.49
H: -0.16 -3.95 -1.92
H: -1.89 -4.06 -1.45
H: -2.09 -5.25 1.11
H: -0.74 -4.31 3.35
H: 1.00 -1.85 3.06
H: 1.76 -3.41 3.54
H: 2.35 -2.50 2.10

Calculated values
- LUMO level: 2.896 eV
- Orbital gap: 6.08 eV
- Total charge: -1
- Energy: -158518.204 eV

Results of the Löwdin charge analysis, in e, for atoms 1 through 8:
1 Ga -0.44
2 Cl 0.13
3 Cl 0.16
4 C -0.16
5 H 0.04
6 H 0.04
7 C -0.32
8 C -0.46


6.
This record from OMol25 describes C12H20Cl2N2SeY as an isolated structure. The level of theory is wB97M-V/def2-TZVPD.

CARTESIAN COORDINATES (ANGSTROEM)
Y: -1.04 2.13 1.45
Cl: -2.53 3.89 0.63
Cl: 0.54 2.80 3.24
C: 2.70 -1.57 -1.81
H: 3.11 -0.63 -1.42
H: 2.81 -2.42 -1.10
C: -1.52 0.66 -0.52
C: 2.18 -1.69 -2.99
H: -2.28 -0.04 -0.16
C: 1.40 -0.58 -3.69
H: 2.23 -2.62 -3.58
C: 0.92 0.70 -2.92
H: 2.06 -0.18 -4.50
H: 0.54 -1.04 -4.20
C: -0.55 1.18 -3.04
H: 1.19 0.68 -1.85
H: 1.50 1.53 -3.35
C: -1.68 0.77 -2.04
H: -0.52 2.28 -3.03
H: -0.92 0.90 -4.04
H: -2.48 1.53 -2.14
H: -2.13 -0.17 -2.40
C: -2.69 0.43 2.45
N: -1.33 -0.03 2.79
C: -1.07 -0.57 4.05
C: 0.19 -1.07 4.01
N: 0.67 -0.87 2.73
C: 2.03 -1.19 2.29
C: -0.28 -0.36 1.94
Se: 0.13 -0.10 0.06
H: -3.37 -0.44 2.43
H: -2.85 0.91 1.44
H: -3.05 1.13 3.24
H: -1.84 -0.56 4.80
H: 0.80 -1.58 4.74
H: 2.67 -0.29 2.26
H: 2.45 -1.93 2.99
H: 2.01 -1.61 1.28

Calculated values
- LUMO level: 2.930 eV
- Orbital gap: 3.51 eV
- Total charge: -1
- Energy: -107180.832 eV

Results of the Löwdin charge analysis, in e, for atoms 1 through 8:
1 Y 0.40
2 Cl -0.22
3 Cl -0.22
4 C -0.07
5 H 0.07
6 H 0.06
7 C -0.68
8 C -0.20


7.
This record from OMol25 describes C12H20ClCuF2GaNO6 as an isolated structure. The level of theory is wB97M-V/def2-TZVPD.

CARTESIAN COORDINATES (ANGSTROEM)
C: -3.14 1.34 -2.07
C: -1.86 0.96 -1.37
O: -1.18 1.98 -0.72
C: -1.95 2.71 0.21
C: -2.47 1.86 1.32
O: -1.58 1.84 2.44
C: -1.73 0.63 3.13
C: -0.86 -0.42 2.45
O: 0.50 0.01 2.40
C: 1.01 0.57 1.29
Ga: 2.60 -0.54 0.41
Cl: 4.40 -0.03 1.59
C: 2.32 -2.52 0.47
C: 0.92 -2.70 0.06
C: 0.75 -2.78 -1.47
O: 0.60 -3.88 -0.49
N: 2.90 0.19 -1.36
C: 2.72 -0.77 -2.34
O: 3.38 -1.73 -2.61
F: 1.57 -0.56 -3.02
C: 4.17 0.83 -1.50
O: 4.29 2.01 -1.63
F: 5.21 0.03 -1.49
H: -3.85 1.87 -1.45
H: -2.95 1.94 -2.94
H: -3.63 0.43 -2.37
H: -2.03 0.08 -0.66
H: -1.18 0.59 -2.12
H: -2.75 3.28 -0.24
H: -1.29 3.44 0.65
H: -3.40 2.29 1.67
H: -2.71 0.85 1.00
H: -1.55 0.71 4.19
H: -2.77 0.32 3.04
H: -1.31 -0.66 1.48
H: -0.88 -1.33 3.03
H: 1.48 1.50 1.58
H: 0.29 0.78 0.49
H: 2.88 -3.07 -0.27
H: 2.40 -2.95 1.46
H: 0.17 -2.18 0.63
H: -0.29 -2.86 -1.83
H: 1.60 -3.10 -2.03
Cu: -0.81 -1.00 -1.00

Calculated values
- LUMO level (spin up / spin down): -4.697 / -6.778 eV
- Orbital gap (spin up / spin down): 8.32 / 6.28 eV
- Total charge: +1
- Energy: -141504.761 eV
- Spin multiplicity: 2

Results of the Löwdin charge analysis, in e, for atoms 1 through 8:
1 C 0.00
2 C -0.32
3 O -0.10
4 C -0.15
5 C -0.17
6 O -0.09
7 C -0.16
8 C -0.13


8.
This record from OMol25 describes C12H20ClN5O2Ti as an isolated structure. The level of theory is wB97M-V/def2-TZVPD.

CARTESIAN COORDINATES (ANGSTROEM)
Ti: 0.83 0.11 -0.66
N: -0.96 -0.95 1.90
N: 0.05 -1.68 2.52
C: 1.21 -1.90 1.88
N: 2.17 -2.56 2.50
N: 1.25 -1.49 0.59
N: 2.44 -1.50 -0.08
O: 3.52 -1.56 0.45
O: 2.28 -1.24 -1.29
H: -1.22 -0.16 2.47
H: -1.77 -1.54 1.73
H: -0.08 -2.07 3.44
H: 2.08 -2.80 3.47
H: 3.08 -2.59 2.08
Cl: 3.14 1.80 -1.07
C: 1.67 2.20 -1.96
C: 1.73 2.30 -3.35
C: 0.61 2.70 -4.03
C: -0.56 3.02 -3.32
C: -0.60 2.91 -1.95
C: 0.52 2.49 -1.21
C: 0.46 2.09 0.20
H: 2.66 2.07 -3.86
H: 0.63 2.78 -5.11
H: -1.43 3.35 -3.87
H: -1.51 3.15 -1.41
H: -0.53 2.17 0.63
H: 1.25 2.46 0.85
C: -2.91 -1.54 -2.54
C: -2.08 -0.93 -1.41
C: -2.82 0.25 -0.78
C: -0.69 -0.53 -1.91
H: -3.89 -1.86 -2.18
H: -2.41 -2.40 -2.98
H: -3.06 -0.80 -3.33
H: -1.95 -1.71 -0.64
H: -2.97 1.04 -1.52
H: -2.26 0.67 0.05
H: -3.81 -0.05 -0.42
H: -0.75 0.26 -2.67
H: -0.18 -1.39 -2.36

Calculated values
- LUMO level (spin up / spin down): -4.232 / -4.304 eV
- Orbital gap (spin up / spin down): 6.78 / 6.81 eV
- Total charge: +1
- Energy: -59941.477 eV
- Spin multiplicity: 2

Results of the Löwdin charge analysis, in e, for atoms 1 through 8:
1 Ti 0.96
2 N 0.07
3 N 0.01
4 C -0.34
5 N 0.24
6 N 0.06
7 N -0.43
8 O 0.12